Entry 1:
C2H2NO2P | ωB97M-V with the def2-TZVPD basis set

Properties
- DFT total energy (eV) = -16976.1917
- charge = 0
- max |F| (eV/A) = 2.698
- 2S+1 = 1

Each line ends with the Löwdin charge.
Atoms and positions in Å:
P: -2.1485 0.0500 -1.3653  0.838
O: -0.9252 1.2163 -1.8294  -0.271
O: 0.0103 -1.1845 0.5696  0.045
N: -3.5058 0.0018 -1.9617  -0.309
C: 0.0348 0.7506 -0.9718  -0.216
C: -0.4534 -0.2689 -0.2676  -0.345
H: 0.9817 1.2583 -0.9656  0.133
H: -0.5667 -1.3025 1.3346  0.125

***

Entry 2:
C9H19CoNP | ωB97M-V with the def2-TZVPD basis set

Properties
- DFT total energy (eV) = -58041.1536
- charge = -1
- max |F| (eV/A) = 2.705
- 2S+1 = 4
- expectation value of S² = 3.838

Each line ends with the Mulliken spin population.
Atoms and positions in Å:
Co: 2.0978 -0.0666 -0.5629  2.249
P: -0.2160 0.4172 -0.3432  0.059
N: 2.6440 1.8382 -1.2988  1.490
C: -3.9666 -0.6889 0.9848  -0.039
C: -1.6090 -0.2762 0.6034  -0.020
C: 4.2321 -1.2517 -0.6731  0.137
C: -1.2788 -1.0394 1.7148  0.097
C: -0.8332 0.0910 -1.9952  0.664
C: -3.6209 -1.5219 2.0603  0.038
C: -2.9603 -0.0488 0.2706  0.052
C: -0.1287 2.0061 0.5288  0.683
C: -2.2785 -1.6901 2.4347  -0.039
H: -2.0132 -2.3334 3.2754  -0.003
H: 3.1670 -1.2813 -1.1216  -0.189
H: -3.2325 0.6163 -0.5570  0.011
H: -0.9279 -0.9961 -2.1404  0.033
H: -1.1577 2.3415 0.6813  -0.032
H: 3.6501 1.9277 -1.4496  -0.439
H: 0.3180 1.8842 1.5254  0.065
H: 4.3602 -0.6609 0.2294  0.063
H: 0.4354 2.7638 -0.0135  -0.485
H: -1.8383 0.5059 -2.0890  0.017
H: -4.4064 -2.0378 2.6091  0.004
H: 4.5087 -2.2878 -0.4251  -0.103
H: -0.1798 0.4872 -2.7775  -0.385
H: 0.9351 -0.8284 0.1139  -0.024
H: 2.2064 2.0453 -2.1976  -0.439
H: -0.2290 -1.1350 2.0178  -0.012
H: 2.3887 2.6357 -0.7128  -0.352
H: 4.9510 -0.8651 -1.3947  -0.089
H: -5.0178 -0.5508 0.7022  -0.012

***

Entry 3:
C11H11NO2 | ωB97M-V with the def2-TZVPD basis set

Properties
- SMILES string = COc1cnc2c(OC)cccc2c1
- DFT total energy (eV) = -17164.7528
- charge = 0
- max |F| (eV/A) = 7.475
- 2S+1 = 1

Each line ends with the Löwdin charge.
Atoms and positions in Å:
O: -3.3067 -0.5111 -0.4611  -0.076
O: 2.6236 1.4608 -0.4290  -0.080
N: -0.2433 1.2338 0.2571  0.074
C: 2.0112 0.3562 -0.1036  -0.294
C: -1.1648 -1.3772 0.1278  0.033
C: 2.2981 -2.1059 0.0528  -0.105
C: -4.2258 0.5212 0.1289  -0.102
C: 1.8568 2.7011 -0.0035  -0.053
C: -1.4728 1.0171 0.2037  -0.109
C: 1.0322 -2.3470 -0.0034  -0.119
C: 0.6046 0.0990 0.0392  -0.087
C: -2.0318 -0.3224 -0.0340  -0.244
C: 0.1661 -1.2488 -0.0367  -0.201
C: 2.9128 -0.7261 0.2014  0.065
H: -2.2691 1.8606 0.1042  0.132
H: -5.3820 0.3025 0.4899  0.128
H: -4.4107 1.4664 -0.6770  0.131
H: 2.8991 -3.0283 0.3281  0.120
H: -1.3665 -2.3878 0.1079  0.104
H: 0.8597 2.7889 -0.6624  0.114
H: 1.5257 2.5078 1.1513  0.124
H: -3.7995 1.1226 0.9969  0.068
H: 0.6899 -3.4535 -0.4138  0.181
H: 3.9200 -0.4737 0.3966  0.085
H: 2.5812 3.6572 0.0629  0.112

***

Entry 4:
C37H39Cl16N3O6 | ωB97M-V with the def2-TZVPD basis set

Properties
- DFT total energy (eV) = -256072.9222
- charge = 0
- max |F| (eV/A) = 12.886
- 2S+1 = 1

Each line ends with the Löwdin charge.
Atoms and positions in Å:
Cl: 1.1047 -1.6202 4.2798  0.715
Cl: 3.3777 -3.2230 3.5427  0.572
Cl: 3.5144 1.1418 -0.8362  0.809
Cl: -0.7792 3.8753 -4.4966  0.672
Cl: -1.4636 5.1251 -2.0303  0.602
Cl: 0.3977 2.9539 -2.0613  0.878
Cl: -3.3519 -0.9232 -3.8323  0.731
Cl: 5.6870 2.8874 -0.7588  0.638
Cl: 2.2297 -1.2593 1.6512  0.943
Cl: -4.2407 -1.6337 -1.1997  0.747
Cl: -1.4673 -0.9506 -1.6778  0.988
Cl: 1.1820 5.5140 -3.1286  0.527
Cl: 0.7573 -3.7108 2.2059  0.864
Cl: 4.0532 2.3341 1.5530  0.788
Cl: -2.5733 -3.4989 -2.7302  0.661
Cl: 3.0929 3.9669 -0.6847  0.662
O: 4.7363 0.7508 3.1484  -0.117
O: -2.3552 1.4762 -1.4406  -0.097
O: -3.9048 3.0846 -1.3779  0.050
O: -1.3946 -0.3290 2.9096  -0.085
O: 4.3025 0.9434 5.2883  0.051
O: -3.4843 -0.2593 3.4831  0.081
N: -2.4818 -0.8943 3.1906  -0.344
N: -3.5233 1.8954 -1.3636  -0.314
N: 3.9731 0.7520 4.1095  -0.367
C: -2.0633 -5.1948 -0.1337  -0.112
C: 1.4858 1.4359 1.1997  -0.279
C: 0.6600 2.1411 4.5940  -0.149
C: 0.0956 1.4469 -0.7288  -0.349
C: -0.1544 4.3790 -2.9203  -1.873
C: 1.1256 4.2056 2.8925  -0.077
C: 2.4755 0.6599 3.8401  -0.128
C: -0.4662 -0.8363 -5.3927  -0.052
C: -2.5481 -2.3622 3.1115  0.061
C: -2.8590 -1.7648 -2.3025  -1.625
C: 0.0249 2.2120 3.3658  -0.073
C: -0.4650 0.0500 1.1064  -0.113
C: -0.1536 -0.3313 -4.0917  -0.142
C: -1.7806 1.3842 -4.3531  -0.300
C: -1.4946 -0.1914 -6.1245  -0.110
C: 0.6687 0.5074 1.7682  -0.308
C: -0.7905 0.5883 -0.1275  -0.191
C: 1.7762 -2.1907 -0.5244  -0.273
C: 1.5767 -0.4147 -2.1122  -0.172
C: 1.8296 4.1625 4.1103  -0.038
C: -0.7017 -5.2095 0.0663  -0.064
C: -0.5963 -2.8516 0.3129  -0.254
C: -4.4767 0.8026 -1.0587  -0.077
C: 2.2737 -3.0186 -1.5200  -0.054
C: 1.1727 1.9173 -0.0217  -0.309
C: -1.9867 -2.8438 0.2429  -0.285
C: 2.4811 -2.6247 -2.8185  -0.020
C: 0.0682 -4.0255 0.1726  -0.352
C: 0.3712 3.1970 2.4909  -0.118
C: 1.8736 -2.4681 2.8900  -1.612
C: 1.6206 3.0812 4.9400  -0.102
C: 2.0705 -1.3120 -3.0821  -0.109
C: -2.1388 0.9684 -5.6009  -0.159
C: -2.7443 -3.9802 -0.0158  -0.209
C: -0.8114 0.7680 -3.5899  -0.242
C: 1.4935 -0.9162 -0.8452  -0.254
C: 4.0976 2.6280 -0.2092  -1.915
H: 0.9876 -0.3151 -0.1041  0.035
H: 0.6242 -0.8838 -3.5856  0.005
H: 1.1449 -3.9720 0.1066  0.038
H: 2.0745 -0.9841 -4.1111  0.116
H: 1.3580 0.6046 -2.3944  0.089
H: 2.1914 2.8270 5.8209  0.121
H: -2.1386 2.3617 -4.0656  0.019
H: -1.0407 -0.7521 1.5441  0.070
H: 2.8093 -3.2645 -3.6243  0.113
H: 1.5857 -2.4942 0.4945  -0.049
H: -1.6747 -0.5511 -7.1268  0.092
H: -2.5444 -1.9247 0.3465  0.044
H: 0.0238 -1.6147 -5.9589  0.100
H: -2.6900 -6.0547 -0.3186  0.109
H: -4.4171 0.5244 -0.0065  0.099
H: -3.8109 -3.8971 -0.1636  0.071
H: -4.1958 0.0075 -1.7493  -0.109
H: 0.5311 1.3330 5.2989  0.131
H: 2.4118 1.6966 1.6906  -0.053
H: -0.1181 3.1767 1.5283  0.131
H: -1.8260 -2.8649 3.7549  0.093
H: -0.5558 1.2191 -2.6425  -0.007
H: -3.5631 -2.5382 3.4678  0.114
H: -5.4349 1.2368 -1.3441  0.114
H: 0.0232 1.7305 -1.7684  -0.209
H: -0.0746 -1.9077 0.3697  0.055
H: 1.0166 0.1268 2.7172  -0.003
H: -2.2211 -2.6372 2.1088  0.048
H: -1.6663 0.1869 -0.6156  -0.062
H: -0.6441 1.3849 3.1793  0.094
H: 1.8618 2.5709 -0.5360  -0.108
H: -0.2369 -6.1665 -0.1192  0.108
H: 1.9261 1.3483 4.4822  0.012
H: -2.7823 1.6272 -6.1652  0.106
H: 2.2804 -0.3859 4.0774  -0.089
H: 2.5330 -4.0273 -1.2340  0.115
H: 2.4846 4.9719 4.3974  0.107
H: 1.0989 5.0163 2.1794  0.115
H: 2.2688 0.8872 2.7943  0.009

***

Entry 5:
CCl2O4P | ωB97M-V with the def2-TZVPD basis set

Properties
- DFT total energy (eV) = -43563.5167
- charge = -1
- max |F| (eV/A) = 3.674
- 2S+1 = 1

Each line ends with the Löwdin charge.
Atoms and positions in Å:
Cl: 0.2890 0.1773 2.0116  0.750
Cl: -1.5350 1.7679 0.6479  0.588
P: 0.1711 -0.9791 -0.7522  0.178
O: -1.2696 -0.7432 -0.3308  -0.392
O: 0.9686 -1.7223 0.2306  -0.379
O: 0.8912 1.2754 -0.1901  -0.025
O: 0.4530 -0.7008 -2.1579  -0.314
C: 0.0316 0.9248 0.5408  -1.406

***

Entry 6:
C19H28NO3PPtS4 | ωB97M-V with the def2-TZVPD basis set

Properties
- DFT total energy (eV) = -83665.8019
- charge = 0
- max |F| (eV/A) = 3.680
- 2S+1 = 3
- expectation value of S² = 2.007

Each line ends with the Mulliken spin population.
Atoms and positions in Å:
Pt: 9.6026 10.7271 6.5551  1.125
S: 9.7277 12.9000 7.3468  0.074
S: 11.2040 9.9209 9.7719  0.021
S: 9.7801 6.4875 5.0863  0.016
S: 8.9163 11.5404 4.6047  0.273
P: 8.6245 13.3179 5.6890  -0.009
O: 10.0989 9.7448 8.8076  0.012
O: 9.1106 14.5843 4.9010  0.005
O: 7.0855 13.5871 6.0837  -0.002
N: 11.4497 10.0342 6.1762  0.113
C: 10.2246 8.1287 5.5179  0.037
C: 10.7184 12.3258 11.0363  -0.003
C: 11.5291 8.7880 5.6204  0.052
C: 12.4821 10.8926 6.0378  0.018
C: 7.6254 16.4340 5.5044  -0.001
C: 9.9259 16.1650 6.5963  0.002
C: 10.2651 11.2743 12.0415  0.002
C: 8.1778 6.7632 5.6765  0.023
C: 7.9567 8.0321 6.1158  -0.030
C: 10.3435 9.8813 11.4240  0.004
C: 11.6602 11.7120 10.0293  -0.001
C: 9.1412 8.8364 6.0147  0.189
C: 5.8637 11.4662 5.6652  -0.003
C: 13.8805 9.1251 5.2471  0.016
C: 6.0568 12.6192 6.6293  -0.003
C: 13.7255 10.4475 5.6395  0.009
C: 9.0857 16.0177 5.3645  0.006
C: 12.7799 8.2790 5.2847  0.002
C: 6.4637 12.1942 8.0020  0.009
H: 5.5033 11.9827 8.5244  0.001
H: 11.6187 12.1785 9.0405  0.000
H: 12.8969 7.1934 5.0229  0.003
H: 9.4035 15.7816 7.4957  0.002
H: 9.8565 12.7772 10.5487  0.005
H: 5.9795 11.7637 4.6043  0.001
H: 7.1716 15.9115 6.3571  0.000
H: 6.5534 10.6697 5.8914  0.015
H: 10.8987 15.6658 6.4827  0.001
H: 6.9858 12.9811 8.5615  0.002
H: 14.5718 11.1474 5.5831  0.001
H: 4.8498 11.0736 5.8157  0.000
H: 11.1892 13.1576 11.5634  -0.001
H: 10.9240 9.1668 12.0272  0.000
H: 9.5465 16.5250 4.5101  0.000
H: 9.3673 9.4496 11.1942  0.002
H: 6.9986 8.4040 6.4528  -0.003
H: 7.6072 17.4916 5.7389  0.000
H: 12.6956 11.6320 10.3664  0.000
H: 7.0416 16.2188 4.6182  0.000
H: 10.0700 17.2177 6.7672  0.001
H: 5.1815 13.2854 6.6159  0.001
H: 7.5110 5.8968 5.6574  -0.001
H: 14.8527 8.7888 4.8852  0.001
H: 9.2427 11.4796 12.3651  0.000
H: 7.0468 11.2494 7.9558  0.015
H: 10.9171 11.3021 12.9128  0.000
H: 12.2769 11.9372 6.2957  -0.003

***

Entry 7:
C5H3F | ωB97M-V with the def2-TZVPD basis set

Properties
- DFT total energy (eV) = -7942.3354
- charge = 0
- max |F| (eV/A) = 4.404
- 2S+1 = 3
- expectation value of S² = 2.062

Each line ends with the Mulliken spin population.
Atoms and positions in Å:
F: 2.0336 -1.9412 -1.1637  -0.008
C: 1.1369 -1.1069 -0.6392  -0.196
C: -1.1779 1.3346 0.1601  0.113
C: -0.6401 0.2253 -0.2519  -0.083
C: 0.9618 -0.5133 0.5736  0.915
C: -0.2265 -0.9177 -0.9674  1.223
H: -1.8995 1.9877 -0.4230  0.000
H: 0.7997 -0.8363 1.5966  0.026
H: -0.9880 1.7678 1.1149  0.011

***

Entry 8:
C44H55F33O22 | ωB97M-V with the def2-TZVPD basis set

Properties
- SMILES string = CCOC(=O)C(F)(F)F.CCOC(=O)C(F)(F)F.CCOC(=O)C(F)(F)F.CCOC(=O)C(F)(F)F.CCOC(=O)C(F)(F)F.CCOC(=O)C(F)(F)F.CCOC(=O)C(F)(F)F.CCOC(=O)C(F)(F)F.CCOC(=O)C(F)(F)F.CCOC(=O)C(F)(F)F.CCOC(=O)C(F)(F)F
- DFT total energy (eV) = -181245.6949
- charge = 0
- max |F| (eV/A) = 1.932
- 2S+1 = 1

Each line ends with the Löwdin charge.
Atoms and positions in Å:
F: 0.7877 -4.8170 2.9927  0.166
F: 0.0268 3.5816 1.8102  0.168
F: 3.6349 -0.7152 -3.9246  0.170
F: 2.9119 -4.6196 -4.0710  0.179
F: -1.9394 3.2020 6.2674  0.168
F: 2.0247 -2.9231 -5.1188  0.171
F: -3.2061 -1.1852 -7.5669  0.165
F: 2.0353 2.0522 3.4267  0.178
F: -2.3629 -4.6080 -1.2957  0.158
F: -2.5295 -0.5059 2.1502  0.182
F: -2.8621 -1.1623 0.1107  0.146
F: 3.5565 3.6051 3.2653  0.176
F: -0.9425 4.9806 -2.8784  0.179
F: 1.2090 -3.5999 -3.2302  0.156
F: 0.5986 3.5162 -2.4256  0.155
F: 3.3133 3.6694 -1.7830  0.169
F: 4.1052 1.5873 3.8230  0.152
F: -3.0511 -6.3330 -2.4348  0.168
F: -2.3962 2.7678 4.1950  0.172
F: -3.8931 0.5672 0.8558  0.175
F: -3.7758 0.6443 -6.5894  0.182
F: -1.7009 0.3342 -7.1362  0.155
F: -1.0314 3.0026 0.0226  0.179
F: 3.6150 1.0775 -2.7272  0.162
F: -0.4540 -3.0604 2.7360  0.184
F: -0.8501 -4.8554 1.5826  0.164
F: -1.3883 1.9447 1.8956  0.167
F: 5.4918 0.3355 -3.5323  0.172
F: 1.9499 4.9574 -0.6532  0.164
F: 1.0392 5.2098 -3.7096  0.179
F: 3.6684 4.0954 0.3254  0.167
F: -2.9510 -6.4083 -0.2686  0.166
F: -0.3435 3.0092 4.8323  0.165
O: 3.9097 6.2401 -2.4025  0.172
O: -2.5893 -4.4367 3.8014  0.158
O: 1.8165 1.9316 0.6376  0.165
O: 0.5117 3.4289 -5.5396  0.060
O: -0.2517 -4.4765 -5.5591  0.181
O: 2.7582 1.9690 6.2307  0.176
O: -5.7090 -1.4502 1.1848  0.159
O: -1.4542 -0.5790 -4.7755  0.046
O: -4.8102 -3.8722 -1.5396  0.043
O: 3.7274 -1.7671 -1.4823  0.163
O: -4.3500 -2.1614 2.7962  0.043
O: 2.8492 4.1391 5.6703  0.039
O: -1.7578 5.6685 5.7798  0.028
O: 1.1724 -6.1569 -5.1852  0.045
O: 0.1930 0.4149 0.3864  0.039
O: -5.5768 -5.9176 -1.0261  0.159
O: 4.7536 6.3583 -0.3301  0.043
O: -1.5482 5.3966 3.5626  0.186
O: -1.3300 2.7538 -4.4596  0.172
O: -3.4363 -1.6200 -4.8122  0.165
O: 5.5212 -0.4666 -1.0344  0.059
O: -0.9887 -5.7350 4.6857  0.051
C: 0.6773 1.5967 0.7305  -0.388
C: 6.8342 7.1399 -1.3052  -0.054
C: -1.8329 -6.1723 5.7577  -0.196
C: 3.5059 4.5724 7.9901  -0.059
C: -1.6344 4.9605 4.6663  -0.398
C: 1.0364 -0.4365 -0.3844  -0.213
C: 5.6801 -0.9550 0.2924  -0.211
C: 4.3156 -0.0294 -3.0139  -0.543
C: -5.3088 -3.1124 3.2728  -0.194
C: -2.0887 -5.0691 6.7670  -0.054
C: -4.6282 -1.4984 1.7012  -0.393
C: 4.0314 5.8295 -1.2901  -0.407
C: -0.4597 -4.3814 2.7755  -0.545
C: 3.2272 4.5869 -0.8283  -0.552
C: 2.9364 2.8470 5.4472  -0.415
C: -5.4338 -4.3024 2.3472  -0.049
C: -6.7933 -3.7851 -2.9670  -0.048
C: -1.7922 7.7363 6.9762  -0.059
C: -0.4694 2.5408 1.1431  -0.545
C: -2.5935 -0.9364 -5.3118  -0.402
C: 2.3878 4.5438 6.9675  -0.196
C: -3.2297 -5.6267 -1.3124  -0.543
C: -1.5032 0.0610 -2.4191  -0.045
C: 0.1052 4.3250 -3.3717  -0.548
C: 4.4832 -0.8754 -1.7304  -0.391
C: -0.3548 3.4340 -4.5390  -0.391
C: -2.8079 -0.2590 -6.6858  -0.540
C: -1.4658 -4.8530 3.8415  -0.385
C: 0.5333 -1.8583 -0.4456  -0.042
C: -4.6928 -5.1436 -1.2642  -0.424
C: 0.1321 2.6121 -6.6353  -0.235
C: 1.0996 2.7752 -7.7816  -0.053
C: -1.5927 3.4589 5.0034  -0.541
C: 5.5130 7.5220 -0.6451  -0.200
C: 0.7811 -4.8900 -5.1428  -0.398
C: -3.4463 -0.6373 1.2095  -0.534
C: -6.1449 -3.3529 -1.6711  -0.197
C: 0.6653 -8.4873 -5.3695  -0.061
C: 3.1569 2.5366 3.9494  -0.538
C: 7.1174 -1.2676 0.6115  -0.064
C: -1.1528 -0.9984 -3.4434  -0.175
C: 1.7745 -4.0015 -4.3761  -0.545
C: -1.4430 7.0652 5.6734  -0.210
C: 0.2211 -7.0821 -5.6977  -0.221
H: 5.1041 -1.8641 0.4942  0.125
H: 2.0168 -0.3689 0.0952  0.116
H: 7.5252 -2.0986 0.0394  0.082
H: -0.0818 -1.1901 -3.4225  0.114
H: -6.1076 -3.5743 -3.7830  0.083
H: 3.1485 5.1620 8.8429  0.081
H: 7.7600 -0.3990 0.4239  0.082
H: 0.7439 -2.3041 0.5333  0.074
H: -2.7912 -4.3506 6.3557  0.071
H: 7.2415 7.9714 -1.8889  0.080
H: -5.9331 -4.0505 1.4145  0.061
H: -1.0823 7.4313 7.7484  0.077
H: -0.5432 -1.9828 -0.5336  0.066
H: 0.9600 2.0287 -8.5567  0.081
H: -0.8684 2.8816 -6.9932  0.129
H: -2.4874 -5.4903 7.6896  0.083
H: -2.7701 7.3934 7.3143  0.084
H: 6.6943 6.3670 -2.0583  0.081
H: 1.9534 5.5362 6.8989  0.120
H: -4.8959 -3.4328 4.2253  0.110
H: -6.2869 -2.6762 3.4762  0.129
H: 1.0600 -2.4371 -1.1946  0.061
H: -4.4743 -4.7825 2.1712  0.071
H: 1.6116 3.8295 7.2489  0.125
H: 4.9808 8.2514 -1.2546  0.124
H: -0.8551 0.9336 -2.5268  0.072
H: 0.0282 -6.9518 -6.7649  0.132
H: 5.7019 7.9909 0.3172  0.123
H: 2.1297 2.7727 -7.4201  0.082
H: 7.5701 6.9289 -0.5332  0.075
H: 3.7284 3.6177 8.4631  0.079
H: 7.2501 -1.4521 1.6773  0.082
H: -6.0581 -5.0393 2.8614  0.092
H: -0.7691 -6.9075 -5.2660  0.127
H: -6.0811 -2.2729 -1.5738  0.124
H: 1.7301 -8.5962 -5.5937  0.082
H: -7.0722 -4.8344 -2.9684  0.078
H: -1.6861 -1.9167 -3.2045  0.124
H: -1.7691 8.8198 6.9040  0.081
H: -7.6636 -3.1490 -3.1395  0.085
H: 5.2365 -0.2377 0.9862  0.132
H: 0.9633 3.7686 -8.2161  0.080
H: 0.5412 -8.7196 -4.3133  0.080
H: 0.1420 -9.2215 -5.9779  0.080
H: -1.9675 7.5002 4.8199  0.126
H: -0.3816 7.1649 5.4250  0.131
H: -1.4521 -0.1868 -1.3691  0.036
H: -2.7500 -6.6521 5.4103  0.129
H: 4.3817 5.0677 7.5774  0.085
H: -0.0202 1.5682 -6.3684  0.108
H: -1.1321 -4.6182 7.0306  0.089
H: -6.7278 -3.6659 -0.8013  0.117
H: 1.2647 -0.0951 -1.4012  0.122
H: -2.5414 0.3818 -2.5528  0.101
H: -1.2659 -6.9892 6.2044  0.125

***

What is the max |F| in the fifth record? 3.674 eV/A

***

Look up the charge of the sixth one. 0

***

Number 6 is which compound? C19H28NO3PPtS4